(1)
A molecular structure, C32H43ClIN5O8PPb, computed with wB97M-V/def2-TZVPD.

Structure (XYZ):
```
92
C32H43ClIN5O8PPb (wB97M-V/def2-TZVPD)
Pb 0.409 -0.947 0.011
C 2.110 -3.306 2.146
C 1.337 -2.701 3.314
C -0.052 -3.322 3.439
C 1.268 -1.159 3.284
C 1.016 -0.576 4.682
O -0.229 0.124 4.555
C -0.628 0.044 3.276
N 0.140 -0.622 2.492
C -1.905 0.773 3.041
C -2.618 1.065 4.214
C -3.769 1.825 4.200
C -4.227 2.346 3.000
C -3.549 2.048 1.834
C -2.407 1.245 1.816
P -1.767 0.885 0.123
C -3.215 0.067 -0.639
C -4.261 -0.465 0.115
C -5.292 -1.155 -0.507
C -5.286 -1.331 -1.882
C -4.237 -0.826 -2.638
C -3.205 -0.138 -2.021
C -1.714 2.574 -0.581
C -2.660 3.051 -1.487
C -2.585 4.357 -1.953
C -1.567 5.194 -1.523
C -0.624 4.726 -0.616
C -0.696 3.425 -0.145
H 2.225 -4.380 2.290
H 3.109 -2.872 2.069
H 1.595 -3.162 1.193
H 1.899 -2.941 4.223
H -0.631 -3.154 2.528
H -0.613 -2.897 4.275
H 0.025 -4.397 3.604
H 2.196 -0.766 2.859
H 1.775 0.135 5.003
H 0.897 -1.344 5.445
H -2.252 0.689 5.157
H -4.294 2.025 5.124
H -5.109 2.971 2.968
H -3.923 2.440 0.897
H -4.279 -0.348 1.190
H -6.101 -1.558 0.089
H -6.092 -1.869 -2.363
H -4.218 -0.974 -3.709
H -2.375 0.224 -2.612
H -3.462 2.413 -1.832
H -3.330 4.716 -2.650
H -1.508 6.210 -1.891
H 0.173 5.374 -0.275
H 0.048 3.067 0.554
N 3.091 -0.802 -0.357
C 3.635 0.443 0.187
C 5.034 0.842 -0.313
C 5.313 0.792 -1.825
C 5.056 2.079 -2.614
N 3.659 2.492 -2.702
C 2.718 1.794 -3.326
N 3.041 0.797 -4.146
N 1.431 2.108 -3.144
C 2.567 1.552 0.084
O 2.920 2.731 0.090
O 1.346 1.172 0.027
H 3.643 -1.608 -0.084
H 3.057 -0.798 -1.373
H 3.736 0.288 1.268
H 5.739 0.162 0.169
H 5.252 1.839 0.072
H 4.793 -0.048 -2.291
H 6.378 0.587 -1.951
H 5.464 1.985 -3.623
H 5.585 2.905 -2.143
H 3.339 3.083 -1.942
H 3.994 0.646 -4.421
H 2.321 0.214 -4.564
H 1.187 2.662 -2.333
H 0.736 1.418 -3.402
I -0.998 -6.118 -2.080
C -0.319 -4.635 -0.653
H 0.679 -4.367 -0.985
H -0.306 -5.155 0.306
C -2.403 -3.642 -0.126
O -1.080 -3.480 -0.627
H -2.392 -3.772 0.962
H -2.885 -4.506 -0.586
H -2.954 -2.744 -0.391
O 1.479 -2.155 -2.600
Cl 0.410 -1.575 -3.389
O 0.948 -0.993 -4.592
O -0.595 -2.526 -3.679
O -0.159 -0.471 -2.585
```

HOMO-LUMO gap = 8.41 eV
Relative energy (zero: lowest compared OMol25 entry of this formula, charge and spin) = 0.0 kJ/mol
HOMO = -10.9 eV
Net charge = +1
Max |F| = 0.0116 Eh/bohr

=====

(2)
A molecular structure, C18H29N10O2PZn, computed with wB97M-V/def2-TZVPD.

Structure (XYZ):
```
61
C18H29N10O2PZn (wB97M-V/def2-TZVPD)
Zn 0.165 -0.123 0.768
C -0.147 -2.865 5.439
N -0.041 -1.664 4.617
C -0.075 -0.381 5.088
C 0.025 0.431 4.000
N 0.113 -0.340 2.874
C 0.075 -1.615 3.272
P 0.153 -3.129 2.223
C -1.289 -2.742 1.248
N -0.706 -1.430 -0.645
C -1.947 -1.702 -1.271
C -2.455 -3.037 -0.755
N -1.945 -3.546 0.346
C -2.093 -4.977 0.640
C 1.586 -2.524 1.205
N 1.816 -1.297 0.728
C 2.969 -1.352 -0.005
C 3.453 -2.622 0.035
N 2.578 -3.347 0.797
C 2.709 -4.771 1.088
H -0.157 -2.563 6.482
H 0.707 -3.516 5.265
H -1.067 -3.398 5.211
H -0.162 -0.162 6.138
H 0.048 1.507 3.966
H -1.777 -1.792 -2.353
H -3.096 -3.683 -1.335
H -3.062 -5.311 0.281
H -2.035 -5.120 1.715
H -1.305 -5.534 0.137
H 3.382 -0.488 -0.495
H 4.338 -3.062 -0.391
H 3.715 -5.083 0.823
H 1.992 -5.345 0.504
H 2.547 -4.953 2.147
N -1.434 1.209 0.251
C -2.153 0.887 -1.032
C -3.200 1.959 -1.333
C -2.627 3.330 -1.735
C -3.340 3.947 -2.936
N -3.211 3.180 -4.181
C -2.270 3.360 -5.101
N -1.234 4.163 -4.868
N -2.347 2.715 -6.266
C -2.868 -0.503 -0.989
O -4.033 -0.564 -0.709
O -1.363 -1.460 0.829
H -2.068 1.007 1.025
H -1.272 2.213 0.286
H -1.388 0.842 -1.810
H -3.834 2.059 -0.450
H -3.872 1.580 -2.106
H -1.549 3.266 -1.926
H -2.751 4.051 -0.923
H -3.006 4.969 -3.122
H -4.407 4.018 -2.731
H -3.951 2.536 -4.409
H -1.135 4.644 -3.991
H -0.591 4.405 -5.603
H -3.182 2.221 -6.533
H -1.631 2.815 -6.965
```

HOMO-LUMO gap = 6.78 eV
Relative energy (zero: lowest compared OMol25 entry of this formula, charge and spin) = 626.1 kJ/mol
HOMO = -11.5 eV
Net charge = +2
Max |F| = 0.0022 Eh/bohr